[1]
{
  "formula": "C29H96N30O17",
  "method": "wB97M-V/def2-TZVPD",
  "total_charge": 1,
  "energy_ha": -4084.1783,
  "homo_ev": [-9.739, -9.739],
  "s_squared": 0.754,
  "spin_multiplicity": 2,
  "elements": ["C", "C", "C", "O", "C", "N", "H", "H", "H", "H", "H", "H", "H", "H", "H", "H", "H", "C", "C", "C", "O", "C", "N", "H", "H", "H", "H", "H", "H", "H", "H", "H", "H", "H", "C", "C", "C", "O", "C", "N", "H", "H", "H", "H", "H", "H", "H", "H", "H", "H", "H", "C", "C", "C", "O", "C", "N", "H", "H", "H", "H", "H", "H", "H", "H", "H", "H", "H", "C", "O", "N", "N", "H", "H", "H", "H", "C", "O", "N", "N", "H", "H", "H", "H", "C", "O", "N", "N", "H", "H", "H", "H", "C", "O", "N", "N", "H", "H", "H", "H", "C", "O", "N", "N", "H", "H", "H", "H", "C", "O", "N", "N", "H", "H", "H", "H", "C", "O", "N", "N", "H", "H", "H", "H", "C", "O", "N", "N", "H", "H", "H", "H", "C", "O", "N", "N", "H", "H", "H", "H", "C", "O", "N", "N", "H", "H", "H", "H", "C", "O", "N", "N", "H", "H", "H", "H", "C", "O", "N", "N", "H", "H", "H", "H", "C", "O", "N", "N", "H", "H", "H", "H"],
  "positions_angstrom": [[7.200, 17.115, -17.190], [7.925, 15.823, -16.839], [9.464, 16.075, -16.503], [10.060, 14.709, -16.521], [11.393, 14.814, -16.489], [7.169, 15.094, -15.865], [6.975, 17.830, -16.399], [6.230, 16.916, -17.645], [7.713, 17.611, -18.015], [8.065, 15.101, -17.643], [9.608, 16.600, -15.558], [9.753, 16.643, -17.387], [11.907, 15.152, -17.389], [11.899, 13.857, -16.362], [11.716, 15.393, -15.624], [6.865, 15.662, -15.087], [7.861, 14.481, -15.457], [14.928, 20.642, -20.416], [14.082, 20.431, -19.144], [14.540, 19.430, -18.102], [13.557, 19.392, -17.076], [13.789, 18.417, -16.054], [13.947, 21.730, -18.727], [14.489, 21.368, -21.100], [14.950, 19.695, -20.955], [15.959, 20.911, -20.189], [13.141, 20.167, -19.625], [15.512, 19.673, -17.673], [14.592, 18.436, -18.546], [13.001, 18.620, -15.329], [14.788, 18.507, -15.629], [13.625, 17.397, -16.401], [13.907, 22.009, -17.757], [13.285, 22.267, -19.269], [7.203, 22.475, -14.974], [8.693, 22.911, -14.714], [9.463, 21.835, -13.887], [9.373, 20.540, -14.507], [9.902, 19.494, -13.555], [9.306, 23.276, -15.988], [6.630, 23.353, -15.270], [6.702, 22.089, -14.086], [7.203, 21.694, -15.734], [8.544, 23.871, -14.221], [9.213, 21.879, -12.827], [10.505, 22.152, -13.831], [9.833, 18.479, -13.946], [9.446, 19.558, -12.567], [10.978, 19.663, -13.504], [8.690, 24.048, -16.197], [9.130, 22.615, -16.732], [14.299, 11.070, -13.424], [12.831, 11.572, -13.136], [12.454, 11.886, -11.621], [11.105, 12.280, -11.500], [10.162, 11.146, -11.439], [12.812, 12.901, -13.837], [14.525, 10.120, -12.940], [15.101, 11.749, -13.132], [14.407, 11.049, -14.508], [12.187, 10.814, -13.580], [13.094, 12.669, -11.213], [12.641, 11.024, -10.981], [10.119, 10.606, -10.494], [10.416, 10.494, -12.275], [9.197, 11.633, -11.579], [11.876, 13.233, -14.021], [13.222, 13.636, -13.278], [7.126, 16.291, -21.949], [7.388, 17.379, -22.303], [7.330, 15.844, -20.710], [6.767, 15.283, -22.733], [7.052, 14.914, -20.431], [7.782, 16.437, -20.028], [7.158, 14.379, -22.506], [6.423, 15.475, -23.663], [11.847, 17.106, -20.369], [12.781, 16.618, -20.965], [11.906, 17.805, -19.291], [10.659, 17.219, -20.994], [11.106, 18.343, -18.992], [12.821, 18.057, -18.946], [9.868, 17.622, -20.513], [10.713, 16.924, -21.959], [3.964, 20.142, -16.028], [4.499, 20.645, -15.044], [4.592, 19.952, -17.096], [2.764, 19.725, -16.100], [4.244, 19.696, -18.009], [5.581, 20.139, -17.009], [2.518, 19.485, -17.050], [2.101, 19.841, -15.347], [6.791, 12.543, -19.430], [7.115, 12.963, -20.526], [7.473, 12.649, -18.293], [5.645, 11.928, -19.341], [7.058, 12.368, -17.416], [8.333, 13.162, -18.426], [5.364, 11.536, -18.453], [5.250, 11.788, -20.260], [14.770, 12.875, -17.610], [15.851, 12.959, -17.043], [13.903, 12.077, -17.101], [14.364, 13.625, -18.587], [14.205, 11.415, -16.401], [12.948, 12.065, -17.430], [13.489, 13.343, -19.006], [15.035, 14.184, -19.094], [9.099, 20.272, -18.959], [9.578, 19.160, -19.068], [9.090, 21.206, -19.948], [8.621, 20.719, -17.806], [8.797, 22.140, -19.696], [9.850, 21.028, -20.589], [8.931, 20.237, -16.975], [7.999, 21.511, -17.881], [9.894, 15.553, -11.962], [9.659, 16.754, -12.056], [10.976, 15.017, -12.494], [9.062, 14.713, -11.537], [11.051, 14.020, -12.351], [11.648, 15.662, -12.884], [8.196, 15.203, -11.363], [9.198, 13.713, -11.594], [10.707, 13.105, -20.243], [11.664, 12.694, -19.604], [10.011, 12.485, -21.213], [10.047, 14.081, -19.840], [10.418, 11.623, -21.545], [9.023, 12.671, -21.304], [10.316, 14.365, -18.909], [9.467, 14.575, -20.503], [4.008, 12.705, -16.204], [4.600, 11.638, -16.296], [4.515, 13.826, -15.800], [2.780, 12.811, -16.311], [3.841, 14.573, -15.713], [5.498, 14.020, -15.673], [2.299, 13.690, -16.182], [2.297, 11.970, -16.593], [8.644, 12.244, -14.300], [9.818, 12.212, -14.666], [7.905, 13.189, -13.911], [7.845, 11.218, -14.253], [8.261, 14.094, -13.640], [6.974, 12.933, -13.614], [8.260, 10.311, -14.409], [6.985, 11.515, -14.692], [3.866, 15.252, -19.725], [4.224, 15.225, -20.917], [2.980, 14.407, -19.316], [4.292, 16.081, -18.874], [2.688, 13.858, -20.112], [2.817, 14.209, -18.340], [4.871, 16.842, -19.199], [3.750, 16.004, -18.025], [6.164, 17.216, -13.324], [5.975, 16.063, -13.332], [7.289, 17.749, -12.909], [5.419, 18.026, -13.959], [7.941, 17.096, -12.498], [7.438, 18.745, -12.992], [4.802, 17.493, -14.555], [5.519, 19.025, -14.074], [10.944, 10.051, -16.895], [11.329, 9.245, -17.695], [10.748, 11.263, -17.183], [11.000, 9.942, -15.606], [10.533, 11.941, -16.466], [10.966, 11.580, -18.118], [10.977, 9.018, -15.199], [10.697, 10.731, -15.052]],
  "mulliken_charge": [0.55, 1.07, -0.89, 2.85, -0.11, 1.63, 0.13, -0.61, 0.10, -1.67, -0.42, -0.12, -0.29, -0.78, 0.20, 0.04, -0.83, -1.50, 1.10, -1.21, -0.24, -0.43, -0.13, 0.45, 0.37, 0.39, -0.13, 0.58, 0.53, 0.03, 0.37, 0.21, 0.30, 0.32, -0.83, 0.32, -1.32, 0.16, -0.69, -0.78, 0.43, 0.35, -0.17, 0.46, 0.49, 0.37, -0.36, 0.52, 0.44, 0.36, 0.36, -1.39, 0.90, -0.83, -0.41, -0.63, -0.06, 0.42, 0.36, 0.05, -0.03, 0.29, 0.47, 0.35, 0.25, 0.14, -0.51, 0.42, 0.36, -0.64, 0.92, -0.23, -0.44, -0.44, 0.16, 0.22, 0.63, -0.79, 0.76, -0.10, 0.16, -0.33, -0.04, 0.21, 0.74, -0.73, -0.17, -0.42, 0.21, -0.07, 0.14, 0.25, 0.47, -0.75, 0.48, -0.34, 0.11, -0.56, 0.15, 0.28, 0.56, -0.80, 0.00, -0.14, 0.17, -0.17, 0.15, 0.20, 0.19, -0.95, -0.48, 0.17, 0.19, 0.25, -0.24, 0.29, 0.44, -0.78, 0.01, -0.29, 0.09, 0.14, 0.26, 0.16, 0.37, -0.78, -0.33, 0.98, 0.25, 0.08, -1.02, 0.08, 0.75, -0.79, 0.08, -0.36, 0.12, -0.21, 0.18, 0.26, -0.21, 0.47, 0.22, -0.51, -0.18, 0.14, 0.36, 0.02, 0.62, -0.73, -0.39, -0.15, 0.25, 0.09, 0.15, 0.03, 0.72, -0.63, -0.02, -0.16, -0.07, -0.03, 0.09, 0.07, 0.28, -0.78, 0.38, -0.04, -0.31, 0.24, 0.22, -0.16]
}



[2]
{
  "formula": "C2Ag3O6",
  "method": "wB97M-V/def2-TZVPD",
  "total_charge": -1,
  "e_above_lowest_kcal_mol": 0.0,
  "energy_ha": -968.4449,
  "homo_ev": -3.135,
  "elements": ["Ag", "Ag", "Ag", "C", "O", "O", "O", "C", "O", "O", "O"],
  "positions_angstrom": [[-9.399, -5.556, -9.429], [-7.730, -5.158, -6.479], [-6.597, -5.443, -9.210], [-7.969, -7.453, -8.011], [-7.990, -8.079, -9.099], [-9.034, -6.741, -7.638], [-6.882, -7.011, -7.521], [-4.230, -2.539, -10.056], [-4.067, -2.050, -11.190], [-3.907, -1.886, -9.019], [-4.730, -3.714, -9.877]],
  "mulliken_charge": [0.29, 0.52, 0.46, 1.07, -0.61, -0.85, -0.86, 0.64, -0.61, -0.57, -0.47]
}